(1)
DFT (ωB97M-V with the def2-TZVPD basis set) results for a cluster of 3 separate species, C4H14N2O2 in total in a non-equilibrium geometry.

The lowest unoccupied orbital energy is -3.74 eV. Its multiplicity is 1. The calculation puts the energy above the lowest of the compared OMol25 structures with the same formula, charge and spin at 188.1 kcal/mol. As for the max |F|: 0.1113 Eh/bohr. The value obtained for the orbital gap is 0.2106 hartree.

Geometry (Å):
1 C -0.91 1.65 -0.64
2 N -0.48 2.52 0.47
3 C -0.38 0.27 -0.36
4 C -0.92 -0.71 -1.46
5 N -0.76 -0.26 0.91
6 C 0.21 -1.22 1.45
7 O 0.22 -2.37 0.78
8 H -1.98 1.46 -0.43
9 H -0.74 1.99 -1.66
10 H -0.75 3.48 0.33
11 H 0.49 2.10 0.67
12 H 0.70 0.13 -0.60
13 H -0.65 -1.71 -1.16
14 H -0.50 -0.50 -2.45
15 H -2.01 -0.64 -1.57
16 H -0.64 0.46 1.64
17 H 1.25 -0.76 1.35
18 H 0.00 -1.41 2.51
19 H 1.38 1.03 1.18
20 H 1.39 -2.22 -0.06
21 H 2.98 -1.63 -0.27
22 O 2.10 -1.67 -0.62

Atomic partial charges in e from the Löwdin method, atoms 1 to 5: C -0.247; N -0.016; C -0.457; C -0.041; N 0.017



(2)
DFT (ωB97M-V with the def2-TZVPD basis set) results for a cluster of 2 separate species, C4H12 in total in a non-equilibrium geometry.

The lowest unoccupied orbital energy is 1.14 eV. Its multiplicity is 1. The calculation puts the energy above the lowest of the compared OMol25 structures with the same formula, charge and spin at 3.6 kcal/mol. As for the max |F|: 0.0226 Eh/bohr. The value obtained for the orbital gap is 0.4735 hartree.

Geometry (Å):
1 C 0.09 1.47 -1.88
2 C 1.36 1.84 -1.10
3 H 0.36 0.72 -2.62
4 H -0.66 0.98 -1.26
5 H -0.27 2.32 -2.45
6 H 2.09 2.31 -1.75
7 H 1.82 0.96 -0.63
8 H 1.18 2.58 -0.32
9 C -1.37 -1.28 1.34
10 C -0.06 -2.04 1.63
11 H -1.92 -1.77 0.53
12 H -2.02 -1.28 2.21
13 H -1.18 -0.24 1.11
14 H -0.11 -3.03 1.20
15 H 0.80 -1.56 1.15
16 H 0.12 -2.15 2.69

Atomic partial charges in e from the Löwdin method, atoms 1 to 5: C -0.165; C -0.175; H 0.059; H 0.046; H 0.061



(3)
DFT (ωB97M-V with the def2-TZVPD basis set) results for an isolated molecule of C10H14N2O in a non-equilibrium geometry.

The lowest unoccupied orbital energy is 0.93 eV. Its multiplicity is 1. The calculation puts the energy above the lowest of the compared OMol25 structures with the same formula, charge and spin at 63.6 kcal/mol. As for the max |F|: 0.0726 Eh/bohr. The value obtained for the orbital gap is 0.3128 hartree.

Geometry (Å):
1 C -0.92 0.66 -1.47
2 C -1.27 1.75 -2.22
3 C -0.84 3.07 -1.80
4 C -0.09 3.28 -0.67
5 C 0.31 2.10 0.07
6 C 0.01 0.85 -0.37
7 C -0.65 -0.81 1.30
8 C -0.53 -2.35 1.42
9 C 1.81 -1.95 1.43
10 C 1.70 -0.75 0.57
11 H -0.67 -1.41 -1.37
12 H -1.68 -0.88 -2.51
13 H -1.99 1.60 -2.94
14 H -1.05 3.95 -2.38
15 H 0.18 4.21 -0.27
16 H 0.71 2.45 1.06
17 H -0.37 -0.52 2.26
18 H -1.68 -0.51 1.08
19 H -1.12 -2.88 0.60
20 H -0.82 -2.76 2.38
21 H 2.77 -2.54 1.19
22 H 1.91 -1.81 2.44
23 H 2.13 -1.12 -0.34
24 H 2.28 0.18 0.91
25 N -1.16 -0.61 -1.74
26 N 0.29 -0.37 0.27
27 O 0.75 -2.83 1.09

Atomic partial charges in e from the Löwdin method, atoms 1 to 5: C -0.288; C -0.015; C -0.081; C -0.109; C -0.025



(4)
DFT (ωB97M-V with the def2-TZVPD basis set) results for a structure of composition C15H17OsSe in a non-equilibrium geometry.

As for the total charge: +3. The lowest unoccupied orbital energy (spin up / spin down) is -13.43 / -13.74 eV. As for the expectation value of S²: 6.240. Its multiplicity is 5. As for the max |F|: 0.0222 Eh/bohr. The value obtained for the orbital gap (spin up / spin down) is 0.2290 / 0.2199 hartree.

Geometry (Å):
1 Os -0.89 1.03 0.69
2 C 1.52 1.69 -0.01
3 C 0.80 2.68 0.69
4 C 0.31 2.42 1.99
5 C 0.50 1.12 2.55
6 C 1.30 0.17 1.87
7 C 1.79 0.44 0.59
8 H 1.92 1.91 -0.99
9 H 0.71 3.67 0.26
10 H -0.13 3.21 2.59
11 H 0.16 0.91 3.56
12 H 1.56 -0.77 2.36
13 H 2.42 -0.28 0.08
14 C -8.59 0.02 -0.03
15 C -7.13 -0.09 -0.03
16 C -6.48 -1.28 -0.36
17 C -5.11 -1.36 -0.38
18 C -4.45 -2.64 -0.75
19 C -4.31 -0.17 -0.02
20 Se -2.45 -0.40 -0.15
21 C -4.92 1.04 0.33
22 C -4.22 2.31 0.69
23 C -6.32 1.06 0.32
24 H -9.09 -0.91 -0.28
25 H -8.91 0.81 -0.72
26 H -8.94 0.39 0.94
27 H -7.06 -2.16 -0.61
28 H -5.18 -3.43 -0.93
29 H -3.76 -2.98 0.03
30 H -3.85 -2.52 -1.66
31 H -3.15 2.18 0.87
32 H -4.65 2.74 1.60
33 H -4.33 3.05 -0.10
34 H -6.83 1.98 0.59

Atomic partial charges in e from the Löwdin method, atoms 1 to 5: Os 1.164; C -0.043; C -0.126; C -0.170; C -0.135



(5)
DFT (ωB97M-V with the def2-TZVPD basis set) results for a cluster of 2 separate species, C36H31N5O5Si in total in a non-equilibrium geometry.

The lowest unoccupied orbital energy is -2.52 eV. Its multiplicity is 1. As for the max |F|: 0.0469 Eh/bohr. The value obtained for the orbital gap is 0.1864 hartree.

Geometry (Å):
1 C -0.98 -4.00 -1.57
2 C -0.98 -3.56 -0.26
3 C -1.30 -2.24 0.02
4 C -1.63 -1.38 -1.00
5 Si -2.12 0.35 -0.56
6 C -3.18 1.07 -1.92
7 C -4.56 1.00 -1.88
8 C -5.31 1.41 -2.97
9 C -4.67 1.90 -4.09
10 C -3.30 2.00 -4.12
11 C -2.56 1.58 -3.03
12 C -2.99 0.32 1.09
13 C -4.12 -0.46 1.23
14 C -4.84 -0.44 2.41
15 C -4.42 0.36 3.46
16 C -3.28 1.11 3.34
17 C -2.56 1.09 2.15
18 C -0.54 1.40 -0.41
19 C -0.87 2.89 -0.35
20 C 0.15 3.62 -1.25
21 C 0.95 2.52 -1.97
22 N 0.37 1.20 -1.57
23 C 1.08 -0.01 -1.79
24 C 1.78 -0.66 -0.84
25 C 2.49 -1.91 -1.02
26 C 3.35 -2.35 -0.01
27 C 4.07 -3.52 -0.15
28 C 3.94 -4.28 -1.30
29 C 3.09 -3.87 -2.30
30 C 2.37 -2.70 -2.17
31 C -1.62 -1.82 -2.31
32 C -1.29 -3.13 -2.60
33 H -0.75 -5.03 -1.79
34 H -0.75 -4.24 0.54
35 H -1.30 -1.88 1.03
36 H -5.04 0.61 -1.00
37 H -6.38 1.33 -2.95
38 H -5.25 2.22 -4.94
39 H -2.80 2.38 -5.00
40 H -1.48 1.63 -3.04
41 H -4.42 -1.09 0.41
42 H -5.73 -1.03 2.51
43 H -5.00 0.39 4.37
44 H -2.94 1.72 4.16
45 H -1.65 1.66 2.06
46 H -0.04 1.05 0.49
47 H -1.90 3.06 -0.71
48 H -0.85 3.27 0.69
49 H -0.36 4.27 -1.98
50 H 0.81 4.26 -0.67
51 H 0.90 2.61 -3.06
52 H 2.01 2.53 -1.70
53 H 1.02 -0.43 -2.78
54 H 1.90 -0.19 0.12
55 H 3.45 -1.76 0.89
56 H 4.75 -3.83 0.63
57 H 4.52 -5.18 -1.41
58 H 2.99 -4.47 -3.20
59 H 1.69 -2.40 -2.95
60 H -1.88 -1.13 -3.10
61 H -1.30 -3.48 -3.62
62 O 6.59 2.50 3.30
63 N 6.04 1.46 3.67
64 O 6.63 0.59 4.32
65 C 4.64 1.24 3.35
66 C 4.00 0.12 3.78
67 C 2.65 -0.13 3.48
68 N 2.01 -1.33 4.00
69 O 2.71 -2.18 4.55
70 O 0.79 -1.44 3.88
71 C 1.92 0.74 2.71
72 C 2.55 1.91 2.25
73 N 2.11 2.94 1.53
74 O 3.11 3.79 1.41
75 N 4.20 3.35 2.03
76 C 3.89 2.17 2.57
77 H 4.54 -0.60 4.38
78 H 0.88 0.54 2.49

Atomic partial charges in e from the Löwdin method, atoms 1 to 5: C -0.089; C -0.072; C -0.092; C -0.255; Si 0.761



(6)
DFT (ωB97M-V with the def2-TZVPD basis set) results for a structure of composition CHN2O4 in a non-equilibrium geometry.

As for the total charge: -1. The lowest unoccupied orbital energy (spin up / spin down) is 4.28 / 2.42 eV. As for the expectation value of S²: 2.008. Its multiplicity is 3. The calculation puts the energy above the lowest of the compared OMol25 structures with the same formula, charge and spin at 1.4 kcal/mol. As for the max |F|: 0.1555 Eh/bohr. The value obtained for the orbital gap (spin up / spin down) is 0.1966 / 0.2691 hartree.

Geometry (Å):
1 C 0.90 0.71 1.44
2 N -1.28 -1.08 -0.86
3 N -0.24 -0.37 -0.73
4 O -0.08 1.32 1.46
5 O 0.55 -0.68 0.20
6 O 1.94 0.33 1.74
7 O 0.02 0.57 -1.53
8 H -1.81 -0.80 -1.72

Atomic partial charges in e from the Löwdin method, atoms 1 to 5: C -0.633; N 0.150; N -0.618; O 0.122; O -0.134